Entry 1:
119
Properties=species:S:1:pos:R:3 method="wB97M-V/def2-TZVPD" e_lumo_ev="0.3887 / 0.3045" s_squared=2.022 total_energy_ev=-180960.955 homo_energy_ev="-5.773 / -5.785" relative_energy_kcal_mol=40.56 fmax_ev_per_a=1.11 multiplicity=3
W -0.958 -0.946 1.357
O -1.179 1.395 3.151
C -1.328 2.425 2.199
C -2.222 2.073 1.036
C -3.023 3.074 0.504
C -3.749 2.836 -0.649
C -3.670 1.576 -1.214
C -2.893 0.615 -0.599
N -2.163 0.840 0.503
H -0.233 1.149 3.160
H -0.347 2.696 1.794
H -1.744 3.304 2.698
H -3.058 4.039 0.992
H -4.362 3.610 -1.092
H -4.208 1.329 -2.118
H -2.859 -0.386 -1.004
Te -1.546 -2.761 -0.517
Br 4.128 -4.952 3.688
C 2.674 -3.866 3.083
C 2.664 -3.407 1.777
C 1.586 -2.644 1.346
C 0.496 -2.291 2.175
C 0.594 -2.770 3.493
C 1.650 -3.546 3.954
H 3.486 -3.642 1.111
H 1.590 -2.319 0.311
H -0.183 -2.519 4.208
H 1.686 -3.901 4.977
O 0.998 0.640 2.523
S 2.335 0.149 3.016
C 2.841 1.387 4.317
C 2.623 2.797 3.886
C 1.351 3.361 3.943
C 1.127 4.640 3.458
C 2.177 5.382 2.937
C 3.454 4.841 2.909
C 3.675 3.555 3.376
C 3.443 0.686 1.678
C 4.906 0.522 1.977
C 5.384 -0.545 2.736
C 6.745 -0.709 2.946
C 7.648 0.191 2.400
C 7.180 1.266 1.660
C 5.820 1.433 1.453
H 3.884 1.161 4.538
H 2.223 1.115 5.172
H 0.536 2.790 4.371
H 0.129 5.061 3.487
H 2.002 6.383 2.565
H 4.280 5.419 2.515
H 4.672 3.130 3.352
H 3.177 1.718 1.445
H 3.131 0.050 0.846
H 4.685 -1.255 3.161
H 7.095 -1.555 3.523
H 8.710 0.055 2.556
H 7.879 1.975 1.232
H 5.455 2.277 0.879
C -3.949 -0.948 -5.303
C -3.525 -1.577 -3.978
C -3.098 -3.025 -4.207
C -4.686 -1.533 -2.987
O -2.469 -0.789 -3.407
Si -0.855 -0.707 -3.501
S 0.069 -1.335 -1.661
O -0.418 -1.585 -4.793
C 0.772 -2.154 -5.346
C 2.021 -1.627 -4.647
C 0.673 -3.670 -5.195
C 0.791 -1.779 -6.826
O -0.332 0.825 -3.517
C -0.411 1.930 -4.419
C -1.449 1.688 -5.510
C 0.965 2.132 -5.049
C -0.794 3.141 -3.572
H -4.740 -1.548 -5.754
H -3.101 -0.906 -5.989
H -4.321 0.066 -5.145
H -3.977 -3.633 -4.423
H -2.607 -3.419 -3.315
H -2.403 -3.089 -5.041
H -5.548 -2.051 -3.409
H -4.968 -0.501 -2.779
H -4.402 -2.015 -2.051
H 2.015 -1.923 -3.598
H 2.041 -0.536 -4.690
H 2.918 -2.018 -5.127
H 0.597 -3.935 -4.139
H 1.555 -4.148 -5.623
H -0.215 -4.041 -5.709
H 0.898 -0.700 -6.948
H -0.139 -2.092 -7.302
H 1.625 -2.273 -7.326
H -1.222 0.757 -6.034
H -1.431 2.511 -6.225
H -2.445 1.606 -5.075
H 1.189 1.320 -5.743
H 1.734 2.156 -4.276
H 0.988 3.072 -5.602
H -1.692 2.911 -2.997
H -0.983 4.016 -4.196
H 0.009 3.371 -2.870
C -3.030 -3.244 2.849
S -2.839 -1.445 2.618
O -4.065 -1.002 1.930
C -3.071 -0.940 4.337
C -3.887 0.154 4.567
C -4.051 0.623 5.860
C -3.401 -0.005 6.915
C -2.597 -1.111 6.678
C -2.423 -1.577 5.383
H -3.727 -3.452 3.658
H -2.051 -3.684 3.030
H -3.435 -3.601 1.903
H -4.387 0.613 3.723
H -4.680 1.483 6.048
H -3.526 0.362 7.926
H -2.103 -1.611 7.501
H -1.800 -2.442 5.196

=====

Entry 2:
120
Properties=species:S:1:pos:R:3 method="wB97M-V/def2-TZVPD" e_lumo_ev=-2.6171 total_energy_ev=-78313.928 homo_energy_ev=-7.468 relative_energy_kcal_mol=92.52 fmax_ev_per_a=12.41 multiplicity=1
C 26.407 53.037 40.768
C 25.800 52.061 41.728
C 25.206 50.875 41.069
O 26.878 51.594 42.637
H 26.751 54.053 41.119
H 25.609 53.653 40.046
H 27.392 52.625 40.348
H 25.033 52.551 42.386
H 24.518 50.387 41.653
H 25.735 50.266 40.378
H 24.243 51.211 40.373
H 26.386 50.967 43.382
C 30.873 54.101 36.603
C 32.181 53.577 37.445
C 31.959 52.188 37.896
O 33.289 53.787 36.535
H 30.897 53.704 35.511
H 30.798 55.158 36.493
H 29.996 53.939 37.260
H 32.175 54.257 38.196
H 31.012 51.940 38.144
H 32.722 51.910 38.538
H 32.132 51.646 37.060
H 33.735 54.672 36.698
C 22.928 54.307 33.882
C 23.116 53.496 32.605
C 22.329 52.162 32.747
O 22.325 54.338 31.638
H 23.657 55.214 33.795
H 23.387 53.777 34.777
H 21.841 54.773 34.031
H 24.147 53.260 32.198
H 22.583 51.499 33.450
H 22.249 51.671 31.765
H 21.311 52.438 32.849
H 22.706 55.117 31.728
C 24.571 48.849 35.777
C 25.447 48.357 34.504
C 25.086 46.830 34.369
O 25.249 49.116 33.387
H 23.637 48.438 35.558
H 24.494 50.090 35.863
H 25.125 48.371 36.672
H 26.411 48.413 34.912
H 23.972 46.524 34.100
H 25.458 46.144 35.228
H 25.626 46.270 33.692
H 25.611 48.631 32.675
C 22.330 51.115 37.171
C 22.442 52.665 37.068
C 20.992 53.321 37.034
O 22.989 53.099 38.330
H 22.032 50.670 36.281
H 21.397 50.739 37.678
H 23.369 50.664 37.643
H 23.160 53.165 36.291
H 21.038 54.364 36.986
H 20.438 52.985 37.989
H 20.475 53.328 36.168
H 23.886 53.137 38.223
C 28.086 54.460 34.504
C 27.561 54.729 35.907
C 26.284 53.951 36.490
O 25.941 54.114 37.607
C 25.898 52.844 35.552
C 26.343 52.778 34.215
C 27.461 53.396 33.631
O 27.885 53.222 32.506
H 28.734 55.096 33.905
H 28.065 55.570 36.690
H 25.008 52.119 35.791
H 25.862 51.756 33.555
C 31.108 54.239 32.587
C 30.464 55.309 31.659
C 29.994 54.751 30.296
O 29.709 55.588 29.401
C 30.097 53.299 29.966
C 30.706 52.339 30.970
C 31.230 52.849 32.168
O 31.908 52.128 32.908
H 31.612 54.652 33.456
H 30.324 56.310 31.883
H 29.663 52.966 29.016
H 30.380 51.335 30.784
C 24.903 55.743 37.562
C 26.289 55.864 38.272
C 26.391 55.553 39.824
O 27.418 55.541 40.362
C 25.136 55.073 40.442
C 23.813 54.741 39.687
C 23.720 55.143 38.284
O 22.698 54.994 37.709
H 24.952 55.893 36.449
H 27.158 56.371 37.751
H 25.167 55.130 41.573
H 22.919 54.452 40.274
C 25.209 55.121 29.379
C 26.181 54.659 30.484
C 26.603 55.879 31.425
O 27.350 55.738 32.417
C 26.093 57.291 31.155
C 25.068 57.538 30.093
C 24.593 56.477 29.130
O 23.828 56.677 28.163
H 24.654 54.307 28.796
H 26.412 53.675 30.643
H 26.331 58.110 31.999
H 24.764 58.458 29.987
C 31.099 57.466 38.709
C 30.387 56.388 37.778
C 29.789 57.028 36.511
O 29.242 56.298 35.593
C 29.824 58.477 36.280
C 30.354 59.408 37.243
C 30.985 58.949 38.513
O 31.357 59.629 39.391
H 31.645 57.019 39.535
H 30.370 55.445 38.068
H 29.353 58.646 35.188
H 30.343 60.308 36.939

=====

Entry 3:
119
Properties=species:S:1:pos:R:3 method="wB97M-V/def2-TZVPD" e_lumo_ev=3.7141 charge=-2 total_energy_ev=-144301.408 homo_energy_ev=-1.240 fmax_ev_per_a=0.65 multiplicity=1
Tl -1.717 1.045 -1.470
C 3.072 2.085 5.685
C 2.122 0.875 5.662
C 2.974 -0.390 5.561
C 1.358 0.827 6.996
C 1.142 0.998 4.496
C 1.075 0.090 3.448
C 0.171 0.234 2.403
Se 0.455 -0.942 0.893
C -0.781 -2.428 0.835
C -0.261 -3.628 1.310
C -0.899 -4.842 1.117
C -2.105 -4.805 0.404
C -2.668 -3.652 -0.106
C -1.998 -2.363 0.071
O -2.479 -1.298 -0.428
C -3.948 -3.725 -0.950
C -4.533 -5.138 -1.008
C -5.032 -2.796 -0.379
C -3.612 -3.297 -2.388
C -0.327 -6.182 1.577
C -1.319 -6.897 2.510
C -0.063 -7.086 0.361
C 0.991 -6.013 2.333
C -0.739 1.344 2.312
O -1.543 1.501 1.351
C -0.634 2.305 3.406
C 0.270 2.096 4.429
C -1.495 3.574 3.361
C -2.987 3.206 3.303
C -1.285 4.472 4.581
C -1.117 4.381 2.107
H 3.794 2.000 6.508
H 3.621 2.148 4.743
H 2.517 3.017 5.814
H 3.658 -0.449 6.414
H 2.346 -1.284 5.561
H 3.569 -0.389 4.644
H 2.053 0.729 7.840
H 0.768 1.733 7.143
H 0.673 -0.024 7.005
H 1.736 -0.767 3.414
H 0.681 -3.578 1.840
H -2.621 -5.746 0.239
H -4.778 -5.511 -0.009
H -5.454 -5.118 -1.599
H -3.843 -5.841 -1.485
H -5.310 -3.114 0.631
H -4.656 -1.776 -0.335
H -5.927 -2.821 -1.013
H -2.849 -3.959 -2.812
H -4.505 -3.330 -3.027
H -3.223 -2.281 -2.372
H -2.268 -7.086 2.002
H -0.913 -7.859 2.846
H -1.524 -6.278 3.386
H -0.987 -7.282 -0.188
H 0.637 -6.601 -0.324
H 0.361 -8.049 0.674
H 0.855 -5.390 3.220
H 1.364 -6.991 2.653
H 1.750 -5.547 1.700
H 0.323 2.829 5.228
H -3.272 2.640 4.196
H -3.604 4.112 3.248
H -3.175 2.590 2.426
H -1.536 3.951 5.510
H -0.252 4.827 4.648
H -1.937 5.347 4.495
H -1.283 3.776 1.216
H -1.722 5.294 2.035
H -0.060 4.666 2.152
N 2.943 -0.499 -4.212
C 4.175 -0.419 -3.553
C 5.298 -1.017 -4.102
C 6.541 -0.905 -3.486
C 6.658 -0.212 -2.296
C 5.527 0.369 -1.728
C 4.296 0.285 -2.353
S 2.871 1.063 -1.656
N 1.597 0.433 -2.521
C 1.718 -0.184 -3.613
C 0.500 -0.547 -4.392
C 0.590 -0.907 -5.736
C -0.570 -1.192 -6.442
C -1.788 -1.067 -5.810
C -1.792 -0.659 -4.481
N -0.685 -0.444 -3.783
H 2.907 -1.155 -4.968
H 5.201 -1.563 -5.036
H 7.408 -1.367 -3.940
H 7.619 -0.119 -1.806
H 5.595 0.903 -0.786
H 1.535 -0.930 -6.261
H -0.514 -1.484 -7.483
H -2.717 -1.259 -6.330
H -2.722 -0.458 -3.952
F -3.377 1.567 -3.332
C -1.425 5.448 -4.047
N -0.346 4.497 -3.786
C -0.697 3.156 -4.267
C 0.132 4.540 -2.462
N -0.071 3.571 -1.668
N 0.791 5.738 -2.137
C 1.647 6.378 -3.120
C 1.281 5.850 -0.780
H -2.373 5.090 -3.626
H -1.551 5.563 -5.126
H -1.184 6.417 -3.611
H -0.730 3.191 -5.361
H -1.670 2.796 -3.894
H 0.075 2.455 -3.950
H 0.375 3.623 -0.759
H 1.343 6.075 -4.117
H 2.700 6.098 -2.974
H 1.570 7.467 -3.036
H 2.140 5.190 -0.589
H 0.490 5.605 -0.072
H 1.593 6.880 -0.605

=====

Entry 4:
118
Properties=species:S:1:pos:R:3 method="wB97M-V/def2-TZVPD" e_lumo_ev=0.4395 total_energy_ev=-88278.703 homo_energy_ev=-6.993 fmax_ev_per_a=0.38 multiplicity=1
Mg -0.167 0.292 -0.146
C 2.079 -0.718 5.551
C 0.986 -1.039 4.523
C 1.246 -2.472 4.029
C -0.381 -1.007 5.216
P 0.917 0.035 2.975
C 2.722 0.044 2.553
N 2.985 0.116 1.135
B 2.053 0.175 0.019
N 2.937 0.142 -1.137
C 2.569 0.227 -2.535
P 0.818 -0.318 -2.831
C 1.069 -2.112 -3.293
C 1.740 -2.362 -4.643
C -0.281 -2.839 -3.250
C 1.948 -2.702 -2.178
C 0.391 0.740 -4.306
C 0.080 2.117 -3.694
C 1.485 0.908 -5.362
C -0.877 0.200 -4.975
C 4.268 0.095 -0.737
C 5.444 0.067 -1.468
C 6.653 -0.004 -0.773
C 6.680 -0.043 0.615
C 5.498 -0.007 1.357
C 4.296 0.067 0.672
C 0.565 1.823 3.427
C 1.126 2.680 2.281
C 1.163 2.329 4.739
C -0.959 2.029 3.444
H 2.125 -1.527 6.290
H 1.884 0.204 6.092
H 3.070 -0.643 5.095
H 1.062 -3.175 4.848
H 2.279 -2.613 3.702
H 0.606 -2.765 3.191
H -0.408 -1.771 6.002
H -1.201 -1.209 4.519
H -0.573 -0.043 5.688
H 3.148 -0.877 2.960
H 3.221 0.864 3.081
H 3.246 -0.382 -3.139
H 2.671 1.251 -2.903
H 1.082 -2.105 -5.477
H 1.983 -3.427 -4.735
H 2.673 -1.803 -4.758
H -0.983 -2.471 -3.999
H -0.749 -2.741 -2.269
H -0.120 -3.906 -3.442
H 2.963 -2.297 -2.185
H 2.013 -3.786 -2.321
H 1.527 -2.512 -1.186
H 0.985 2.605 -3.317
H -0.636 2.045 -2.875
H -0.354 2.767 -4.463
H 2.433 1.238 -4.928
H 1.172 1.677 -6.077
H 1.668 -0.008 -5.923
H -1.678 0.025 -4.249
H -0.687 -0.729 -5.517
H -1.243 0.938 -5.697
H 5.434 0.107 -2.552
H 7.584 -0.026 -1.327
H 7.631 -0.096 1.131
H 5.524 -0.030 2.441
H 2.212 2.599 2.185
H 0.871 3.729 2.472
H 0.684 2.422 1.317
H 2.237 2.136 4.814
H 0.671 1.893 5.609
H 1.019 3.414 4.793
H -1.409 1.751 2.486
H -1.177 3.090 3.610
H -1.456 1.459 4.232
N -1.436 -2.180 1.230
C -2.446 -3.066 1.204
C -3.239 -2.740 0.125
C -2.621 -1.615 -0.443
N -1.531 -1.285 0.238
H -0.711 -2.044 1.917
H -2.526 -3.843 1.950
H -4.138 -3.239 -0.200
H -2.913 -1.015 -1.294
O -1.501 1.588 -0.395
Si -2.383 2.912 -0.247
C -3.876 2.584 0.844
C -4.019 1.355 1.492
C -5.126 1.083 2.290
C -6.115 2.043 2.452
C -5.994 3.273 1.813
C -4.888 3.535 1.017
C -3.011 3.470 -1.933
C -3.600 2.522 -2.778
C -4.066 2.862 -4.040
C -3.950 4.173 -4.491
C -3.376 5.133 -3.669
C -2.917 4.781 -2.402
C -1.379 4.320 0.491
C -1.678 4.941 1.704
C -0.841 5.915 2.243
C 0.317 6.283 1.571
C 0.634 5.678 0.359
C -0.207 4.710 -0.171
H -3.249 0.597 1.363
H -5.217 0.120 2.781
H -6.981 1.835 3.070
H -6.765 4.025 1.934
H -4.814 4.498 0.515
H -3.688 1.490 -2.440
H -4.516 2.106 -4.675
H -4.311 4.444 -5.477
H -3.284 6.157 -4.013
H -2.463 5.544 -1.775
H -2.578 4.657 2.245
H -1.093 6.384 3.187
H 0.971 7.039 1.988
H 1.538 5.960 -0.170
H 0.058 4.240 -1.117